Entry 1:
Formula: C2HClO4
Source: the OMol25 dataset
Level of theory: ωB97M-V/def2-TZVPD

Last column: Mulliken spin population.
Geometry (Å):
C  0.2194  0.8632  2.7568  -0.003
C  -0.9607  0.7775  0.3685  0.627
O  0.7296  -0.0260  2.2384  0.015
O  -0.2191  1.6958  3.3931  -0.002
O  -1.9130  1.0474  0.9971  0.914
O  -0.7063  -0.3134  -0.2557  0.108
Cl  0.3708  2.0523  0.0106  0.340
H  -0.0003  -0.6772  -0.8019  0.000

Results
- ΔE to the lowest compared entry with this formula, charge and spin (kJ/mol) = 111.2
- net charge = 0
- orbital gap (alpha / beta) (eV) = 5.95 / 7.16
- 2S+1 = 3
- expectation value of S² = 2.0104



Entry 2:
Formula: C2HCrO2
Source: the OMol25 dataset
Level of theory: ωB97M-V/def2-TZVPD

Last column: Mulliken spin population.
Geometry (Å):
O  -0.6864  -0.5813  -2.2614  0.068
C  0.0963  -0.6585  -1.3647  -0.010
C  0.8480  1.5062  0.7317  -0.269
O  1.8091  0.8983  1.2782  -0.063
H  0.9925  2.6078  0.6110  -0.057
Cr  0.4623  -0.5163  0.6812  4.332

Results
- ΔE to the lowest compared entry with this formula, charge and spin (kJ/mol) = 5.7
- net charge = +1
- orbital gap (alpha / beta) (eV) = 8.63 / 9.19
- 2S+1 = 5
- expectation value of S² = 6.2018



Entry 3:
Formula: C2HF2IO
Source: the OMol25 dataset
Level of theory: ωB97M-V/def2-TZVPD

Last column: Mulliken charge in e.
Geometry (Å):
O  -1.0774  -1.3870  -0.5354  -0.363
C  -0.5185  -0.7043  0.2404  -0.199
C  0.1751  0.5315  -0.1159  0.473
F  0.0671  1.4119  0.8633  -0.196
F  -0.3523  1.2256  -1.2737  -0.231
I  2.2253  0.0657  -0.4427  0.133
H  -0.5194  -1.1435  1.2639  0.382

Results
- ΔE to the lowest compared entry with this formula, charge and spin (kJ/mol) = 42.9
- SMILES = O=CC(F)(F)I
- net charge = 0
- orbital gap (eV) = 10.07



Entry 4:
Formula: C2HF2IO
Source: the OMol25 dataset
Level of theory: ωB97M-V/def2-TZVPD

Last column: Mulliken charge in e.
Geometry (Å):
C  -0.3502  0.8765  1.2601  0.171
C  0.4458  -0.3346  -1.1909  0.020
O  -0.6804  1.9906  1.3114  -0.276
F  0.1606  -1.4871  -0.6170  -0.166
F  1.7827  -0.1644  -1.4575  -0.195
I  -0.9925  -0.7906  2.4649  0.049
H  -0.3659  -0.0904  -1.7709  0.397

Results
- ΔE to the lowest compared entry with this formula, charge and spin (kJ/mol) = 278.6
- net charge = 0
- orbital gap (alpha / beta) (eV) = 8.67 / 7.45



Entry 5:
Formula: C2HF2N4
Source: the OMol25 dataset
Level of theory: ωB97M-V/def2-TZVPD

Last column: Mulliken charge in e.
Geometry (Å):
C  0.8662  0.0552  0.5749  0.306
C  -2.1349  -0.3142  -0.3786  0.186
N  1.2997  0.9843  -0.2801  -0.249
N  1.8171  -0.5866  1.2684  -0.338
N  2.5908  0.8864  -0.1591  -0.376
N  2.8881  -0.0643  0.7763  -0.309
F  -2.9294  0.8237  -0.4208  -0.214
F  -3.0110  -1.4094  -0.1475  -0.235
H  -1.3866  -0.3750  -1.2336  0.230

Results
- ΔE to the lowest compared entry with this formula, charge and spin (kJ/mol) = 289.9
- net charge = -1
- orbital gap (alpha / beta) (eV) = 7.88 / 8.20



Entry 6:
Formula: C2HF3N2
Source: the OMol25 dataset
Level of theory: ωB97M-V/def2-TZVPD

Last column: Mulliken charge in e.
Geometry (Å):
N  -0.2246  0.7410  -2.1726  -0.506
C  -0.0644  -0.0353  -1.1509  0.622
N  -0.0657  -0.7850  -0.0401  -0.536
C  -0.0498  -0.3094  1.2377  0.839
F  0.4969  0.8995  1.4594  -0.248
F  -1.2484  -0.4024  1.8361  -0.237
F  0.7638  -1.1292  1.8823  -0.256
H  0.3923  1.0208  -3.0519  0.322

Results
- ΔE to the lowest compared entry with this formula, charge and spin (kJ/mol) = 88.1
- SMILES = N=C=NC(F)(F)F
- net charge = 0
- orbital gap (eV) = 11.33



Entry 7:
Formula: C2HF3NP
Source: the OMol25 dataset
Level of theory: ωB97M-V/def2-TZVPD

Last column: Mulliken charge in e.
Geometry (Å):
C  -1.1726  -1.3170  -0.1561  -0.113
C  -0.1539  0.7522  -0.2596  0.567
N  -1.8194  -2.2303  -0.2254  -0.309
F  -0.3471  0.8155  -1.5585  -0.133
F  -0.9718  1.5187  0.4891  -0.139
F  0.9839  0.1274  1.7680  -0.203
P  1.5281  0.6941  0.4004  0.223
H  1.9528  -0.3607  -0.4578  0.106

Results
- ΔE to the lowest compared entry with this formula, charge and spin (kJ/mol) = 271.8
- net charge = 0
- orbital gap (alpha / beta) (eV) = 8.95 / 8.95



Entry 8:
Formula: C2HF3S2
Source: the OMol25 dataset
Level of theory: ωB97M-V/def2-TZVPD

Last column: Mulliken charge in e.
Geometry (Å):
C  -2.7312  -2.3544  -1.7799  0.659
C  -2.4536  -1.3705  -0.9873  -0.169
F  -2.4744  -2.2473  -3.0627  -0.180
F  -3.3780  -3.5229  -1.6046  -0.215
F  -2.4658  -1.3819  0.2861  -0.150
S  0.2762  0.7805  -0.1593  -0.055
S  -0.4942  0.2420  -1.9047  -0.061
H  -0.8057  1.2918  0.2116  0.171

Results
- ΔE to the lowest compared entry with this formula, charge and spin (kJ/mol) = 262.7
- net charge = 0
- orbital gap (alpha / beta) (eV) = 7.75 / 7.36



Entry 9:
Formula: C2HF3Si
Source: the OMol25 dataset
Level of theory: ωB97M-V/def2-TZVPD

Last column: Mulliken charge in e.
Geometry (Å):
C  2.2484  0.7225  -2.6923  0.065
C  1.1741  1.1395  -2.6547  -0.066
F  -0.3138  -1.8722  1.5305  -0.240
F  -1.8882  -0.0131  1.8255  -0.235
F  0.5098  0.5387  1.4432  -0.202
Si  -0.6214  -0.4180  0.9961  0.733
H  -1.1089  -0.0975  -0.4484  -0.055

Results
- ΔE to the lowest compared entry with this formula, charge and spin (kJ/mol) = 645.7
- net charge = 0
- orbital gap (alpha / beta) (eV) = 8.70 / 8.74



Entry 10:
Formula: C2HF4P
Source: the OMol25 dataset
Level of theory: ωB97M-V/def2-TZVPD

Last column: Mulliken charge in e.
Geometry (Å):
C  1.1936  -0.3916  0.3323  0.043
C  -1.1473  0.3792  -0.2719  0.713
F  2.9004  -1.4211  0.0600  -0.491
F  -2.3490  -0.0624  0.1017  -0.220
F  -1.3592  1.1483  -1.3703  -0.216
F  -0.7385  1.2144  0.7218  -0.228
P  0.0683  -1.0238  -0.6965  -0.080
H  1.4316  0.1569  1.1230  0.478

Results
- ΔE to the lowest compared entry with this formula, charge and spin (kJ/mol) = 415.5
- net charge = 0
- orbital gap (alpha / beta) (eV) = 9.94 / 9.94



Entry 11:
Formula: C2HF6LuNO3S2
Source: the OMol25 dataset
Level of theory: ωB97M-V/def2-TZVPD

Last column: Mulliken charge in e.
Geometry (Å):
N  1.1943  -0.3873  -0.5678  -0.315
S  1.8442  1.0903  -1.0726  -0.059
C  3.0346  1.4068  0.2654  0.686
F  3.4613  2.6640  0.1216  -0.203
F  4.0959  0.5996  0.2291  -0.202
F  2.5013  1.2801  1.4843  -0.212
S  -0.3636  -0.5001  -0.3886  1.086
O  -1.1644  -0.5499  -1.7030  -0.743
O  -2.0322  0.5587  0.5121  -0.578
C  -0.4131  -2.2711  0.1927  0.716
F  0.5506  -2.4778  1.0710  -0.175
F  -1.5775  -2.5113  0.7694  -0.197
F  -0.2608  -3.0858  -0.8333  -0.200
Lu  -3.2456  0.5611  -1.3758  1.816
O  -3.9139  1.3710  0.4852  -0.755
H  -3.7111  2.2519  0.8104  0.336

Results
- net charge = +1
- orbital gap (eV) = 5.37



Entry 12:
Formula: C2HF6NO4S2Tm
Source: the OMol25 dataset
Level of theory: ωB97M-V/def2-TZVPD

Last column: Mulliken spin population.
Geometry (Å):
N  0.1221  0.3205  -0.3038  -0.003
S  0.4388  0.9426  1.1760  -0.001
O  0.9932  2.2687  0.9732  0.001
O  -0.6752  0.7392  2.0873  0.000
C  1.8676  -0.1108  1.7721  0.000
F  2.3990  0.4978  2.8202  0.000
F  2.8163  -0.4658  0.7748  -0.001
F  1.3784  -1.2684  2.1872  0.000
S  -1.0161  -0.7836  -0.6115  -0.005
O  -1.2829  -1.8115  0.3683  0.000
O  -0.6006  -1.1606  -1.9957  0.001
C  -2.6286  0.1485  -0.8612  0.000
F  -3.1367  0.4735  0.3043  0.000
F  -2.4029  1.2251  -1.5811  0.000
F  -3.4432  -0.6642  -1.5028  0.000
H  2.8364  0.8096  -1.4562  -0.003
Tm  1.3080  0.0093  -2.4924  2.009

Results
- ΔE to the lowest compared entry with this formula, charge and spin (kJ/mol) = 5.7
- net charge = +1
- orbital gap (alpha / beta) (eV) = 7.92 / 7.70
- 2S+1 = 3
- expectation value of S² = 2.0021



Question: What is the formula in the twelfth record?
Answer: C2HF6NO4S2Tm